1.
Molecular formula: C18H30AsF6N5O5
Method: DFT, ωB97M-V/def2-TZVPD

The geometry in XYZ format:
```
65
Properties=species:S:1:pos:R:3:lowdin_charge:R:1
N 1.159 -0.733 0.041 -0.661
O -0.046 -0.629 0.054 -0.002
O 1.734 -1.172 1.028 -0.032
O 1.828 -0.488 -0.898 0.021
C 0.054 -3.312 5.006 0.028
C -0.053 -2.233 3.943 -0.368
O -1.004 -2.131 3.203 0.150
N 1.017 -1.222 3.867 0.102
H 1.685 -1.516 4.565 0.137
H 1.322 -1.364 2.915 0.100
C 0.687 0.252 4.158 0.063
H 0.105 -4.309 4.570 0.111
H -0.764 -3.452 5.713 0.101
H 0.886 -3.266 5.710 0.080
H 1.095 0.778 3.295 0.085
H 1.285 0.440 5.049 0.109
H -0.371 0.508 4.220 0.101
C 6.717 0.260 0.741 0.034
C 5.796 -0.038 -0.454 -0.354
O 6.166 0.289 -1.548 0.152
N 4.503 -0.848 -0.185 0.116
H 4.565 -1.064 0.799 0.096
H 3.572 -0.468 -0.288 0.091
C 4.668 -2.241 -0.907 0.061
H 6.965 1.311 0.593 0.097
H 7.565 -0.424 0.711 0.109
H 6.257 0.165 1.725 0.082
H 4.111 -2.989 -0.343 0.094
H 5.716 -2.532 -0.847 0.105
H 4.234 -2.120 -1.900 0.101
C -0.922 2.607 1.104 0.071
N -1.986 2.309 0.006 -0.035
C -1.465 1.707 -1.107 0.061
C -2.251 1.595 -2.324 0.097
C -3.577 2.003 -2.316 -0.153
C -4.026 2.585 -1.139 0.020
C -3.299 2.732 0.016 0.044
C -4.550 1.952 -3.395 -0.142
C -4.125 2.301 -4.648 0.050
C -4.928 2.080 -5.769 0.059
N -6.230 1.678 -5.638 -0.089
C -6.692 1.431 -4.400 0.029
C -5.904 1.501 -3.221 0.104
C -7.188 1.612 -6.780 0.060
H -0.219 3.397 0.839 0.112
H -0.249 1.758 1.226 0.075
H -1.504 2.775 2.010 0.100
H -0.438 1.384 -1.020 0.118
H -1.721 1.376 -3.239 0.133
H -5.024 2.981 -1.032 0.137
H -3.530 3.115 0.998 0.149
H -3.056 2.388 -4.780 0.134
H -4.673 2.118 -6.818 0.155
H -7.757 1.254 -4.393 0.146
H -6.140 1.221 -2.205 0.134
H -7.092 2.474 -7.440 0.117
H -8.213 1.726 -6.424 0.111
H -6.867 0.643 -7.161 0.126
As 4.610 -3.208 3.473 0.869
F 5.902 -2.916 2.258 -0.287
F 3.869 -1.694 2.905 -0.306
F 3.333 -3.389 4.732 -0.299
F 5.339 -4.669 4.159 -0.249
F 5.540 -2.137 4.583 -0.289
F 3.577 -4.146 2.405 -0.264
```

Properties
**Energy above the lowest of the compared OMol25 structures with the same formula, charge and spin**: 3.261 eV
**Total energy**: -113966.4081 eV
**Highest occupied orbital energy**: -13.837 eV
**F_max**: 5.8 eV/Å
**Charge**: +2


2.
Molecular formula: C4H10O4
Method: DFT, ωB97M-V/def2-TZVPD

The geometry in XYZ format:
```
18
Properties=species:S:1:pos:R:3:mulliken_spin:R:1
C -0.637 0.056 0.481 0.108
C -0.536 1.518 0.078 0.017
C 0.200 1.563 -1.216 -0.001
O 1.260 1.005 -1.406 0.023
C -1.488 -0.593 -0.642 0.013
O -2.516 -0.125 -1.111 0.749
H -1.235 0.113 1.593 -0.003
H 0.282 -0.415 0.534 0.008
H -0.239 2.141 0.912 0.007
H -1.510 1.872 -0.208 -0.004
H -0.328 2.121 -1.967 0.005
H -1.214 -1.506 -1.075 0.069
H 2.085 -1.591 -0.831 0.000
H 1.050 -0.681 -1.417 0.000
O 1.210 -1.418 -0.904 0.004
H 1.026 -0.684 2.816 -0.001
H 1.636 -1.771 1.797 0.000
O 0.954 -1.606 2.564 0.006
```

Properties
**Multiplicity**: 2
**<S²>**: 0.758
**Energy above the lowest of the compared OMol25 structures with the same formula, charge and spin**: 2.192 eV
**Total energy**: -12487.7011 eV
**Highest occupied orbital energy (spin up / spin down)**: -14.963 / -14.900 eV
**F_max**: 5.3 eV/Å
**Charge**: +1


3.
Molecular formula: C44H111N7O15
Method: DFT, ωB97M-V/def2-TZVPD

The geometry in XYZ format:
```
177
Properties=species:S:1:pos:R:3:lowdin_charge:R:1
C -3.285 4.209 -6.786 -0.118
O -4.079 5.296 -7.096 -0.200
C -4.990 5.716 -6.137 -0.227
C -5.525 7.122 -6.519 -0.194
N -6.060 7.050 -7.878 -0.076
C -6.429 8.352 -8.345 -0.230
C -6.884 8.157 -9.807 -0.172
O -5.782 7.954 -10.784 -0.191
C -5.015 9.141 -11.098 -0.110
H -2.474 4.082 -7.503 0.091
H -3.926 3.329 -6.839 0.089
H -2.854 4.288 -5.788 0.086
H -4.505 5.829 -5.167 0.115
H -5.783 4.975 -6.042 0.124
H -4.769 7.900 -6.413 0.115
H -6.386 7.325 -5.881 0.116
H -5.298 6.660 -8.415 0.104
H -5.577 9.032 -8.353 0.102
H -7.218 8.764 -7.715 0.123
H -7.526 9.009 -10.033 0.107
H -7.536 7.288 -9.896 0.116
H -4.111 8.793 -11.598 0.080
H -4.643 9.657 -10.214 0.071
H -5.421 9.853 -11.816 0.079
C 7.910 10.467 -0.037 -0.114
O 7.073 10.209 1.062 -0.188
C 7.747 10.422 2.284 -0.225
C 6.834 10.246 3.504 -0.236
N 6.258 8.954 3.461 -0.076
C 5.252 8.784 4.537 -0.181
C 4.703 7.333 4.645 -0.215
O 3.850 7.063 3.552 -0.213
C 3.092 5.866 3.633 -0.102
H 8.941 10.209 0.203 0.083
H 7.965 11.543 -0.203 0.082
H 7.518 10.040 -0.960 0.092
H 8.163 11.430 2.273 0.118
H 8.576 9.719 2.368 0.120
H 5.990 10.935 3.466 0.113
H 7.295 10.415 4.477 0.122
H 5.808 8.792 2.571 0.110
H 4.437 9.479 4.333 0.114
H 5.666 9.059 5.507 0.114
H 4.181 7.123 5.579 0.113
H 5.558 6.667 4.528 0.117
H 2.546 5.913 4.575 0.079
H 3.753 5.002 3.561 0.086
H 2.292 5.848 2.892 0.086
C -6.455 -3.757 1.064 -0.120
O -7.270 -3.881 2.172 -0.204
C -7.757 -5.165 2.427 -0.224
C -8.793 -5.138 3.580 -0.195
N -8.077 -5.249 4.844 -0.075
C -8.927 -5.563 6.005 -0.190
C -7.981 -5.620 7.223 -0.195
O -8.643 -6.013 8.455 -0.191
C -7.783 -6.613 9.367 -0.151
H -5.692 -4.527 1.187 0.084
H -5.978 -2.779 1.010 0.092
H -7.082 -3.989 0.203 0.090
H -6.884 -5.791 2.611 0.119
H -8.270 -5.649 1.596 0.113
H -9.451 -6.008 3.573 0.110
H -9.545 -4.349 3.544 0.117
H -7.675 -4.328 4.944 0.105
H -9.402 -6.542 5.944 0.118
H -9.728 -4.835 6.127 0.114
H -7.520 -4.644 7.377 0.116
H -7.143 -6.296 7.050 0.113
H -7.072 -7.379 9.056 0.083
H -8.381 -7.098 10.138 0.086
H -7.210 -5.788 9.792 0.085
C 3.244 5.696 -4.721 -0.123
O 4.044 5.755 -3.578 -0.169
C 4.544 4.507 -3.271 -0.263
C 5.571 4.667 -2.137 -0.211
N 6.098 3.377 -1.763 -0.058
C 6.515 3.428 -0.358 -0.213
C 7.185 2.107 0.100 -0.224
O 6.192 1.087 0.142 -0.185
C 6.646 0.025 0.938 -0.130
H 3.730 5.222 -5.574 0.088
H 2.917 6.720 -4.896 0.092
H 2.335 5.120 -4.546 0.085
H 4.970 3.998 -4.136 0.122
H 3.760 3.814 -2.965 0.122
H 5.069 5.172 -1.312 0.119
H 6.389 5.261 -2.544 0.124
H 5.332 2.720 -1.718 0.100
H 5.703 3.616 0.344 0.115
H 7.247 4.221 -0.207 0.119
H 7.673 2.242 1.066 0.115
H 7.978 1.895 -0.617 0.120
H 6.026 -0.819 0.638 0.086
H 6.493 0.199 2.003 0.085
H 7.708 -0.188 0.818 0.086
C 6.514 -7.391 -5.618 -0.126
O 6.938 -6.060 -5.529 -0.199
C 6.653 -5.376 -4.309 -0.192
C 7.031 -3.877 -4.588 -0.224
N 6.288 -3.337 -5.704 -0.057
C 6.869 -2.082 -6.180 -0.187
C 5.881 -1.480 -7.257 -0.200
O 5.851 -2.342 -8.414 -0.181
C 4.648 -2.113 -9.132 -0.132
H 6.615 -7.814 -6.618 0.088
H 5.492 -7.561 -5.280 0.082
H 7.062 -8.082 -4.978 0.080
H 7.229 -5.788 -3.480 0.117
H 5.599 -5.456 -4.044 0.115
H 8.117 -3.887 -4.683 0.113
H 6.812 -3.337 -3.667 0.111
H 6.401 -4.067 -6.392 0.099
H 7.842 -2.161 -6.665 0.113
H 7.056 -1.411 -5.342 0.114
H 6.221 -0.473 -7.501 0.111
H 4.871 -1.377 -6.861 0.106
H 3.714 -2.153 -8.572 0.082
H 4.534 -2.793 -9.977 0.084
H 4.650 -1.124 -9.590 0.081
C 2.374 -10.027 1.051 -0.153
O 3.371 -9.615 1.888 -0.162
C 3.315 -8.229 2.217 -0.230
C 4.293 -7.931 3.333 -0.206
N 5.645 -8.383 2.904 -0.058
C 6.581 -8.288 4.031 -0.203
C 7.979 -8.997 3.723 -0.175
O 7.713 -10.414 3.851 -0.218
C 8.786 -11.311 3.569 -0.109
H 2.325 -9.668 0.023 0.088
H 1.422 -9.736 1.495 0.083
H 2.294 -11.113 0.994 0.090
H 2.359 -7.871 2.601 0.117
H 3.519 -7.527 1.408 0.123
H 4.006 -8.588 4.154 0.115
H 4.237 -6.895 3.669 0.123
H 5.562 -9.366 2.687 0.093
H 6.251 -8.664 5.000 0.109
H 6.718 -7.213 4.146 0.108
H 8.733 -8.733 4.465 0.107
H 8.401 -8.707 2.761 0.113
H 8.963 -11.306 2.494 0.081
H 8.583 -12.349 3.832 0.084
H 9.705 -10.998 4.065 0.080
C -13.517 -2.402 4.752 -0.091
O -12.785 -1.182 4.623 -0.178
C -13.034 -0.361 5.726 -0.264
C -12.249 0.952 5.553 -0.178
N -10.829 0.578 5.378 -0.057
C -10.205 0.275 6.630 -0.230
C -8.669 0.197 6.402 -0.192
O -8.169 -0.845 5.491 -0.205
C -6.807 -0.549 5.075 -0.089
H -13.480 -2.744 5.786 0.084
H -12.918 -3.067 4.131 0.089
H -14.577 -2.451 4.501 0.086
H -12.726 -0.720 6.708 0.109
H -14.094 -0.117 5.796 0.122
H -12.347 1.528 6.473 0.110
H -12.664 1.555 4.745 0.111
H -10.919 -0.318 4.922 0.090
H -10.692 -0.584 7.092 0.106
H -10.404 1.004 7.416 0.117
H -8.267 0.155 7.414 0.106
H -8.309 1.173 6.077 0.109
H -6.703 0.448 4.646 0.082
H -6.613 -1.264 4.276 0.078
H -6.203 -0.697 5.971 0.084
C 1.028 -0.879 -0.670 -0.082
C 1.954 -1.668 -1.625 -0.326
O 2.508 -0.694 -2.484 -0.084
H 0.111 -0.580 -1.179 0.072
H 1.582 -0.094 -0.156 0.072
H 0.687 -1.547 0.121 0.063
H 1.339 -2.385 -2.168 0.101
H 2.751 -2.239 -1.149 0.105
H 3.219 -1.157 -2.933 0.076
```

Properties
**Energy above the lowest of the compared OMol25 structures with the same formula, charge and spin**: 2.277 eV
**Total energy**: -88557.7092 eV
**Structure (SMILES)**: COCCNCCOC.COCCNCCOC.COCCNCCOC.COCCNCCOC.COCCNCCOC.COCCNCCOC.COCCNCCOC.CCO
**Highest occupied orbital energy**: -8.587 eV
**F_max**: 2.6 eV/Å


4.
Molecular formula: C2H9N3
Method: DFT, ωB97M-V/def2-TZVPD

The geometry in XYZ format:
```
14
Properties=species:S:1:pos:R:3:lowdin_charge:R:1
C -2.156 -5.282 -1.747 -0.151
N -1.207 -4.791 -2.430 0.007
H -2.171 -5.050 -0.687 0.053
H -2.820 -6.055 -2.133 0.059
H -1.223 -5.243 -3.347 0.032
N 0.466 2.030 1.361 -0.017
C 1.033 3.259 0.771 -0.387
N 1.636 4.197 1.710 -0.011
H 1.180 1.805 2.055 0.047
H 0.654 1.203 0.803 0.054
H 0.218 3.843 0.339 0.097
H 1.741 3.063 -0.040 0.099
H 2.284 3.693 2.314 0.059
H 0.919 4.622 2.276 0.058
```

Properties
**Energy above the lowest of the compared OMol25 structures with the same formula, charge and spin**: 1.678 eV
**Total energy**: -6688.8315 eV
**Structure (SMILES)**: C=N.NCN
**Highest occupied orbital energy**: -9.449 eV
**F_max**: 1.6 eV/Å